# 1
C37H51BrCoN2P2S as an isolated structure in a non-equilibrium geometry. Source: the Open Molecules 2025 dataset; level of theory: ωB97M-V/def2-TZVPD.

XYZ file:
```
95
Properties=species:S:1:pos:R:3
N 7.244 -5.635 4.865
C 6.327 -5.170 5.720
C 5.251 -4.351 5.335
C 5.138 -3.904 3.994
C 6.136 -4.400 3.105
C 7.137 -5.264 3.577
C 4.067 -3.048 3.475
Co 0.410 0.332 0.463
P -3.840 -1.162 -3.623
C 3.930 -2.785 2.139
C 2.780 -2.153 1.520
C 2.302 -2.710 0.277
C 0.935 -2.598 -0.049
C 0.185 -1.707 0.695
C 0.598 -1.087 1.931
C 1.975 -1.310 2.289
Br -1.504 -0.971 -0.407
H 3.359 -2.701 4.237
H 4.593 -3.275 1.427
H 4.548 -4.072 6.112
H 6.192 -4.136 2.053
H 6.458 -5.502 6.762
H 7.895 -5.683 2.904
H 3.011 -3.382 -0.237
H 2.375 -0.988 3.260
H 0.407 -3.089 -0.859
H -0.153 -0.681 2.595
P 1.353 1.053 -1.322
C -4.182 -2.040 -2.075
C -5.123 -3.222 -2.386
H -4.653 -1.333 -1.369
H -3.254 -2.408 -1.603
H -5.504 -3.658 -1.456
H -5.978 -2.901 -2.997
H -4.591 -4.015 -2.926
C -2.336 -1.930 -4.324
C -2.456 -1.916 -5.873
H -2.276 -2.976 -3.967
H -1.418 -1.418 -3.984
H -1.673 -2.537 -6.335
H -3.437 -2.313 -6.186
H -2.354 -0.897 -6.278
C -3.467 0.579 -3.194
C -4.795 1.339 -3.395
H -2.681 0.934 -3.882
H -3.082 0.672 -2.161
H -4.646 2.420 -3.410
H -5.272 1.066 -4.345
H -5.508 1.130 -2.591
C 0.851 2.762 -1.783
C 1.990 3.749 -2.030
H 0.177 3.137 -0.992
H 0.233 2.646 -2.687
H 2.473 4.063 -1.094
H 2.755 3.346 -2.710
H 1.567 4.648 -2.499
C 1.070 0.089 -2.843
C 2.200 -0.844 -3.237
H 0.877 0.839 -3.620
H 0.125 -0.447 -2.681
H 3.128 -0.280 -3.405
H 2.374 -1.611 -2.471
H 1.924 -1.348 -4.170
C 3.110 0.935 -0.922
C 3.601 1.661 0.327
H 3.657 1.255 -1.813
H 3.306 -0.142 -0.822
H 4.709 1.651 0.297
H 3.244 2.714 0.339
H 3.260 1.119 1.235
N 0.327 1.985 1.332
S -0.574 2.931 2.349
C -1.485 4.060 1.237
C -0.759 5.092 0.612
C -1.428 6.005 -0.206
C -2.819 5.941 -0.334
C -3.543 4.961 0.350
C -2.882 4.037 1.164
C -1.846 1.926 3.060
C -2.451 0.863 2.382
C -3.465 0.114 2.985
C -3.877 0.453 4.278
C -3.281 1.509 4.969
C -2.255 2.233 4.377
H 1.239 2.438 1.252
H 0.325 5.099 0.707
H -0.846 6.757 -0.740
H -3.327 6.682 -0.948
H -4.622 4.890 0.221
H -3.439 3.254 1.668
H -2.111 0.633 1.369
H -3.907 -0.716 2.411
H -4.659 -0.124 4.742
H -3.611 1.780 5.975
H -1.763 3.060 4.871
```

- Max |F|: 3.4 eV/Å
- HOMO (alpha / beta): -12.12 / -12.16 eV
- Spin multiplicity: 4
- LUMO level (alpha / beta): -0.1980 / -0.3257 Ha
- Relative energy (zero: lowest compared OMol25 entry of this formula, charge and spin): 0.061 eV
- Net charge: +2
- Electronic energy: -179240.3840 eV
- Expectation value of S²: 3.774


# 2
C37H51FMnN5O6PS as an isolated structure. Source: the Open Molecules 2025 dataset; level of theory: ωB97M-V/def2-TZVPD.

XYZ file:
```
103
Properties=species:S:1:pos:R:3
Mn -1.021 -0.849 2.031
S -0.979 0.119 4.391
C 0.729 -0.095 4.151
C 1.713 0.238 5.102
C 3.036 -0.018 4.825
C 3.392 -0.613 3.612
C 2.377 -0.900 2.724
N 1.095 -0.625 2.971
H 1.407 0.679 6.041
H 3.798 0.229 5.555
H 4.418 -0.855 3.372
H 2.588 -1.379 1.771
C -4.987 1.199 2.136
C -3.997 0.355 1.384
O -2.792 0.519 1.523
N -4.513 -0.574 0.540
C -3.692 -1.636 -0.023
C -3.522 -2.768 0.960
C -3.897 -4.066 0.663
C -3.776 -5.032 1.656
C -3.296 -4.665 2.898
C -2.917 -3.343 3.096
N -3.023 -2.416 2.149
H -4.528 2.158 2.363
H -5.206 0.696 3.081
H -5.919 1.343 1.590
H -5.502 -0.749 0.617
H -2.724 -1.213 -0.290
H -4.159 -1.991 -0.941
H -4.288 -4.311 -0.316
H -4.068 -6.057 1.458
H -3.191 -5.382 3.700
H -2.487 -3.013 4.033
O -0.208 0.709 0.780
P 0.611 1.415 -0.266
C 0.865 0.322 -1.696
C -0.418 -0.466 -2.024
C -0.195 -1.270 -3.300
C -0.028 -0.357 -4.525
C 0.527 1.017 -4.130
C 1.519 0.913 -2.973
C -0.192 3.020 -0.620
C 0.380 3.917 -1.733
C -0.607 5.041 -2.041
C -1.891 4.486 -2.678
C -2.185 3.056 -2.201
C -1.729 2.855 -0.760
C 2.243 1.725 0.461
C 2.086 2.502 1.795
C 2.605 3.930 1.663
C 4.108 3.942 1.350
C 4.515 2.753 0.463
C 3.352 2.316 -0.426
H 1.564 -0.404 -1.257
H -1.270 0.211 -2.157
H -0.650 -1.124 -1.190
H -1.009 -1.980 -3.459
H 0.709 -1.868 -3.164
H -0.989 -0.228 -5.027
H 0.636 -0.834 -5.249
H -0.298 1.675 -3.845
H 1.009 1.493 -4.986
H 1.983 1.880 -2.781
H 2.335 0.252 -3.280
H -0.005 3.532 0.332
H 0.562 3.352 -2.649
H 1.341 4.334 -1.428
H -0.146 5.780 -2.698
H -0.843 5.563 -1.108
H -1.802 4.501 -3.767
H -2.733 5.136 -2.429
H -1.677 2.335 -2.847
H -3.251 2.839 -2.292
H -2.038 1.891 -0.363
H -2.216 3.606 -0.130
H 2.546 0.702 0.712
H 2.655 1.981 2.571
H 1.050 2.478 2.139
H 2.407 4.487 2.580
H 2.058 4.450 0.869
H 4.677 3.912 2.282
H 4.373 4.880 0.857
H 4.808 1.902 1.086
H 5.387 3.009 -0.141
H 3.685 1.573 -1.152
H 2.998 3.178 -0.998
F -0.733 -5.416 -3.180
C 0.250 -4.943 -2.405
C 0.151 -4.949 -1.076
N 1.152 -4.481 -0.255
C 0.916 -4.410 1.180
C 0.033 -3.239 1.588
O -0.219 -3.097 2.789
O -0.377 -2.462 0.665
C 2.256 -3.844 -0.774
O 3.104 -3.297 -0.098
N 2.352 -3.907 -2.155
C 1.430 -4.412 -3.070
O 1.625 -4.373 -4.263
H -0.733 -5.328 -0.581
H 1.873 -4.309 1.684
H 0.457 -5.343 1.506
H 3.184 -3.492 -2.547
```

- Max |F|: 0.5 eV/Å
- HOMO (alpha / beta): -6.78 / -6.84 eV
- Spin multiplicity: 6
- LUMO level (alpha / beta): 0.0118 / 0.0117 Ha
- Relative energy (zero: lowest compared OMol25 entry of this formula, charge and spin): 0.000 eV
- Electronic energy: -113101.5183 eV
- Expectation value of S²: 8.753


# 3
C37H51N7O6PbS as an isolated structure. Source: the Open Molecules 2025 dataset; level of theory: ωB97M-V/def2-TZVPD.

XYZ file:
```
103
Properties=species:S:1:pos:R:3
Pb -1.978 0.597 -0.149
C 4.389 -1.666 -4.692
C 3.041 -0.932 -4.725
C 2.084 -1.653 -5.690
C 3.272 0.490 -5.233
C 2.409 -0.945 -3.345
C 2.107 0.165 -2.653
C 1.534 0.070 -1.313
N 1.579 1.107 -0.578
C 1.342 1.374 0.792
C 2.708 1.615 1.390
C 2.844 2.813 1.915
C 0.918 3.268 3.344
C -0.027 2.355 3.392
C -0.351 1.867 1.992
O -1.630 1.815 1.695
C -0.737 1.890 4.642
C -2.151 2.489 4.682
C 0.036 2.337 5.884
C -0.814 0.358 4.600
C 3.999 3.681 2.304
C 5.247 2.792 2.262
C 4.113 4.794 1.247
C 3.872 4.317 3.693
C 0.898 -1.271 -0.973
O -0.135 -1.293 -0.321
C 1.484 -2.474 -1.586
C 2.155 -2.263 -2.732
C 1.189 -3.849 -0.999
C 2.072 -4.916 -1.650
C -0.282 -4.222 -1.250
C 1.479 -3.833 0.509
H 4.830 -1.649 -5.689
H 5.083 -1.176 -4.009
H 4.299 -2.712 -4.397
H 2.519 -1.683 -6.689
H 1.887 -2.682 -5.385
H 1.131 -1.121 -5.755
H 3.718 0.450 -6.226
H 2.339 1.051 -5.316
H 3.955 1.042 -4.586
H 2.365 1.158 -2.992
H 3.523 0.920 1.260
H 1.430 3.872 4.067
H -2.111 3.579 4.713
H -2.739 2.186 3.820
H -2.652 2.146 5.588
H 0.072 3.425 5.969
H -0.466 1.962 6.775
H 1.055 1.946 5.885
H -1.385 0.014 3.738
H 0.180 -0.091 4.561
H -1.313 0.001 5.501
H 5.412 2.380 1.266
H 6.115 3.398 2.517
H 5.183 1.974 2.981
H 4.207 4.380 0.242
H 3.257 5.466 1.280
H 5.001 5.390 1.456
H 3.706 3.574 4.474
H 4.806 4.831 3.918
H 3.087 5.074 3.723
H 2.528 -3.122 -3.272
H 1.835 -5.061 -2.706
H 3.133 -4.676 -1.558
H 1.903 -5.869 -1.150
H -0.500 -4.221 -2.322
H -0.470 -5.230 -0.879
H -0.966 -3.545 -0.741
H 2.527 -3.592 0.699
H 0.852 -3.118 1.040
H 1.286 -4.820 0.929
C -1.588 3.286 -3.275
C -0.932 3.594 -1.979
N -0.694 2.749 -0.984
C 0.023 3.461 -0.037
C 0.166 4.754 -0.446
N -0.423 4.800 -1.686
C 0.822 5.986 0.064
O 0.762 6.205 1.389
O 1.373 6.741 -0.680
C 0.593 2.688 1.077
O 1.479 3.461 1.971
O 0.403 0.627 1.592
H -2.371 2.546 -3.128
H -0.849 2.905 -3.982
H -2.037 4.180 -3.705
H -0.446 5.623 -2.272
H 0.075 5.661 1.796
C -2.970 -2.282 -5.314
C -3.785 -1.319 -4.538
N -5.035 -1.055 -4.717
N -5.332 -0.123 -3.768
C -4.303 0.213 -2.991
S -4.333 1.357 -1.746
N -3.289 -0.559 -3.486
N -1.990 -0.572 -2.980
H -3.603 -2.739 -6.070
H -2.571 -3.068 -4.670
H -2.136 -1.783 -5.811
H -6.269 0.245 -3.694
H -1.339 -0.296 -3.710
H -1.760 -1.516 -2.677
```

- Max |F|: 0.2 eV/Å
- HOMO: -13.67 eV
- Spin multiplicity: 1
- LUMO level: -0.2343 Ha
- Relative energy (zero: lowest compared OMol25 entry of this formula, charge and spin): 3.189 eV
- Net charge: +2
- Electronic energy: -77980.2147 eV


# 4
C37H52BN8O2ReS5 as an isolated structure in a non-equilibrium geometry. Source: the Open Molecules 2025 dataset; level of theory: ωB97M-V/def2-TZVPD.

XYZ file:
```
106
Properties=species:S:1:pos:R:3
Re -0.004 -0.023 0.719
C -4.321 1.175 1.354
C -4.456 2.467 0.553
C -4.906 2.204 -0.884
C -5.485 3.364 1.230
N -3.129 3.182 0.512
C -2.934 4.482 0.955
C -1.665 4.818 0.664
N -1.072 3.738 0.043
B 0.389 3.851 -0.469
N 0.617 3.000 -1.745
C 0.233 3.498 -2.971
C 0.578 2.598 -3.907
N 1.182 1.535 -3.252
C 1.179 1.799 -1.928
S 1.823 0.808 -0.635
C 1.683 0.299 -3.947
C 3.160 0.089 -3.620
C 1.551 0.477 -5.457
C 0.828 -0.888 -3.512
N 1.419 3.562 0.668
C 2.614 4.247 0.692
C 3.182 4.049 1.895
N 2.338 3.225 2.621
C 1.278 2.922 1.839
S -0.047 1.867 2.256
C 2.548 2.883 4.078
C 1.426 3.533 4.883
C 2.571 1.371 4.281
C 3.891 3.448 4.532
C -1.969 2.738 -0.028
S -1.680 1.169 -0.699
H -5.296 0.686 1.405
H -3.990 1.388 2.373
H -3.614 0.490 0.892
H -5.850 1.658 -0.871
H -4.170 1.615 -1.429
H -5.057 3.147 -1.413
H -6.436 2.834 1.236
H -5.633 4.299 0.688
H -5.218 3.581 2.266
H -3.696 5.053 1.449
H -1.135 5.739 0.836
H 0.548 5.003 -0.785
H -0.259 4.450 -3.068
H 0.448 2.632 -4.970
H 3.750 0.943 -3.960
H 3.513 -0.803 -4.140
H 3.330 -0.048 -2.554
H 2.124 1.333 -5.819
H 0.511 0.576 -5.770
H 1.954 -0.417 -5.931
H 0.827 -1.005 -2.430
H 1.227 -1.802 -3.958
H -0.204 -0.757 -3.847
H 2.953 4.827 -0.150
H 4.103 4.436 2.283
H 0.451 3.139 4.596
H 1.424 4.616 4.737
H 1.579 3.327 5.943
H 1.593 0.928 4.108
H 2.865 1.159 5.310
H 3.295 0.901 3.613
H 3.923 4.538 4.479
H 4.720 3.032 3.958
H 4.036 3.163 5.573
S -1.538 -0.986 2.184
C -0.583 -1.624 3.454
C -1.293 -2.155 4.588
N -1.887 -2.565 5.483
C 0.788 -1.663 3.393
S 1.658 -1.058 2.065
C 1.569 -2.231 4.464
N 2.237 -2.667 5.292
C -4.661 -2.651 -1.182
C -3.629 -1.599 -1.525
O -2.478 -1.680 -0.672
H -5.562 -2.513 -1.782
H -4.933 -2.590 -0.127
H -4.278 -3.657 -1.381
H -4.032 -0.599 -1.379
H -3.321 -1.687 -2.570
H -2.242 -2.611 -0.604
C 2.896 -7.661 -2.316
C 2.213 -6.455 -1.737
C 2.859 -5.226 -1.676
C 2.242 -4.091 -1.175
C 3.053 -2.825 -1.065
C 0.917 -4.208 -0.706
C 0.179 -3.095 -0.156
O 0.367 -1.905 -0.398
C 0.251 -5.457 -0.731
C -1.171 -5.629 -0.240
C 0.908 -6.551 -1.257
H 3.968 -7.503 -2.417
H 2.491 -7.883 -3.306
H 2.728 -8.539 -1.693
H 3.881 -5.149 -2.031
H 3.928 -2.884 -1.711
H 3.407 -2.702 -0.037
H 2.487 -1.934 -1.317
H -0.631 -3.357 0.541
H -1.868 -4.973 -0.767
H -1.259 -5.427 0.830
H -1.498 -6.653 -0.405
H 0.397 -7.506 -1.298
```

- Max |F|: 1.5 eV/Å
- HOMO (alpha / beta): -10.15 / -9.94 eV
- Spin multiplicity: 2
- LUMO level (alpha / beta): -0.1656 / -0.1326 Ha
- Relative energy (zero: lowest compared OMol25 entry of this formula, charge and spin): 0.787 eV
- Net charge: +1
- Electronic energy: -112211.8770 eV
- Expectation value of S²: 1.093